1.
Computed, not measured: a 5-piece molecular cluster, C28H44BBrF12N3O9S overall, with ωB97M-V/def2-TZVPD.

Geometry as XYZ:
```
99
Properties=species:S:1:pos:R:3:forces:R:3
C 0.72038 1.21648 5.17612 0.08 -0.53 -0.39
C 0.94403 0.13953 3.93884 -0.54 1.69 -0.83
C -0.53708 -0.33926 3.42478 0.00 -0.58 1.13
C -0.58979 -1.91088 2.88815 -2.02 0.55 0.30
C -0.90329 -1.93907 1.28272 -1.38 -0.01 1.50
B 0.40404 -2.12829 0.30659 -2.16 0.05 -1.68
Br 2.17115 -1.67983 1.13934 1.14 -0.04 0.68
C 0.19684 -1.02971 -0.94467 0.36 1.74 0.45
C 0.48977 0.49530 -0.32253 0.11 0.22 -0.81
C -0.31182 1.68556 -1.11446 1.96 0.77 0.99
N -1.80893 1.49538 -1.21567 0.25 1.95 -1.28
C 0.41413 -3.69434 -0.19583 1.29 -1.80 -0.28
C 1.06215 -3.94819 -1.67915 -2.12 -2.07 -0.42
S 2.91735 -3.72060 -1.79061 0.79 -1.61 0.05
C 3.84230 -5.34865 -1.77440 0.09 -2.59 -0.42
N 3.54532 -6.70774 -2.36737 4.45 4.89 3.97
N 4.68491 -7.46385 -2.00836 3.10 4.14 2.88
C 5.69671 -6.62516 -1.22622 -4.98 -0.84 -2.84
O 5.14454 -5.25818 -1.06343 -2.15 -4.39 -2.63
H 1.74270 1.62007 5.57813 -1.91 -0.83 -0.58
H 0.10714 2.15742 4.79315 1.12 -2.08 0.81
H 0.11518 0.64126 6.01637 1.29 1.47 -1.54
H 1.66270 -0.74641 4.20273 -1.57 1.71 -0.39
H 1.42468 0.75426 3.03708 -0.74 -1.52 1.96
H -1.25710 -0.26748 4.37322 1.46 -0.16 -1.89
H -1.00410 0.41232 2.63368 1.20 -1.66 1.54
H 0.31770 -2.56020 3.23827 -1.49 1.48 -0.87
H -1.54846 -2.38083 3.42272 2.01 0.90 -0.96
H -1.68957 -2.81967 1.10992 1.61 1.76 0.25
H -1.49671 -0.94816 1.00297 1.12 -1.96 0.74
H 0.97808 -1.16440 -1.80537 -1.63 0.27 1.13
H -0.92282 -1.04034 -1.28454 2.08 -0.05 0.17
H 0.25882 0.55934 0.83088 0.35 -0.21 -2.33
H 1.65189 0.73209 -0.45894 -2.52 -0.47 0.42
H 0.22631 1.83574 -2.15685 -1.32 -0.37 1.89
H -0.10846 2.69529 -0.51147 -0.28 -2.08 -1.32
H -2.02309 1.63382 -2.24781 0.09 -0.43 1.72
H -2.24940 2.35609 -0.77023 0.70 -1.55 -0.71
H 1.08928 -4.30463 0.57333 -1.38 0.92 -1.60
H -0.63949 -4.22255 -0.18749 1.91 1.09 -0.25
H 0.56966 -3.28695 -2.54006 1.34 -1.22 2.01
H 0.78732 -5.07194 -1.97319 0.90 2.32 0.39
H 6.75260 -6.95831 -0.81664 -2.67 1.04 -0.99
C 0.36369 7.12527 -4.01296 -0.30 -0.25 -0.03
C 1.02123 7.40395 -2.67355 0.48 -0.04 -0.66
O 0.05673 7.34891 -1.61181 -0.72 -1.22 1.09
C -0.29511 6.09664 -1.18220 2.25 -0.96 -2.36
O 0.16102 5.05720 -1.65259 -1.47 2.44 1.52
C -1.28976 6.18204 -0.02521 -1.76 -0.17 1.86
F -2.30293 7.06302 -0.26549 0.97 -0.60 -0.18
F -0.69622 6.59302 1.13220 -0.07 -0.28 -1.13
F -1.88568 4.98911 0.25634 0.92 1.06 -0.67
H -0.47504 7.80847 -4.17828 0.19 0.05 0.01
H 1.08254 7.24105 -4.82910 -0.05 0.01 0.14
H -0.04199 6.10937 -4.05275 0.19 0.10 0.02
H 1.43585 8.41741 -2.67500 -0.29 -0.12 0.31
H 1.85321 6.71609 -2.47848 -0.35 -0.02 0.07
C 0.22755 -7.89821 -0.61846 -0.17 0.25 0.16
C -0.57370 -8.95011 -1.36381 0.89 0.36 -0.35
O -1.77437 -9.27706 -0.64820 -2.01 0.66 0.13
C -2.81169 -8.39157 -0.77615 2.43 1.41 -1.93
O -2.75807 -7.36561 -1.45017 -0.73 -2.44 1.76
C -4.03688 -8.87950 -0.00407 -1.98 -0.47 1.43
F -3.73175 -9.29971 1.25716 0.12 0.42 -1.13
F -4.64388 -9.93499 -0.61911 0.75 0.79 0.12
F -4.99505 -7.92090 0.13892 1.26 -0.70 -0.43
H 0.43088 -8.22514 0.40590 0.06 -0.07 -0.16
H 1.17744 -7.70391 -1.12464 -0.10 -0.06 0.02
H -0.32392 -6.95534 -0.54706 0.10 -0.11 -0.12
H 0.01387 -9.87115 -1.43771 -0.41 -0.01 0.18
H -0.80610 -8.63353 -2.38810 -0.17 0.03 0.30
C -1.87841 6.16094 5.10694 0.39 -0.01 0.04
C -2.81029 6.05701 6.30060 -0.26 0.43 -0.73
O -2.19645 5.31063 7.36207 1.23 0.46 1.58
C -1.28617 5.99005 8.12775 -1.04 2.20 -2.18
O -0.98208 7.16697 7.94839 -0.39 -2.80 0.88
C -0.74458 5.09676 9.24308 1.19 -1.64 1.73
F -0.38052 3.86009 8.79756 -0.46 1.27 0.02
F -1.66611 4.88931 10.22721 0.40 0.46 -0.99
F 0.35604 5.61600 9.85667 -1.17 -0.07 -0.91
H -1.55723 5.16621 4.78305 -0.19 0.09 -0.01
H -2.37349 6.66407 4.27147 0.01 -0.09 0.12
H -0.97199 6.72093 5.35802 -0.22 0.02 -0.02
H -3.71499 5.51270 6.01031 0.26 -0.14 0.34
H -3.12887 7.04526 6.65454 0.26 -0.21 0.10
C 1.08884 -0.71254 -7.95026 -0.35 0.16 -0.04
C 2.03155 -0.31197 -6.83005 0.01 -0.83 -0.19
O 1.85237 1.06949 -6.48357 -1.09 1.02 1.11
C 0.77671 1.35540 -5.68499 -0.37 -3.37 -0.16
O -0.01360 0.51052 -5.27107 1.69 2.56 -0.83
C 0.72861 2.84720 -5.35715 -0.22 2.39 0.80
F 0.91223 3.63419 -6.45594 -0.11 -0.90 0.56
F 1.69641 3.20803 -4.46611 -0.69 -0.72 -0.79
F -0.45686 3.23579 -4.80841 1.04 -0.86 -0.61
H 1.21267 -0.04913 -8.81172 0.13 -0.12 0.06
H 1.27700 -1.74289 -8.26526 0.03 0.14 0.07
H 0.04302 -0.63367 -7.63679 0.19 -0.11 0.05
H 3.06714 -0.42392 -7.16774 -0.15 0.38 0.16
H 1.90963 -0.95257 -5.94790 -0.13 0.30 -0.10
```
Positions in Å, forces in eV/Å.

Properties
Electronic energy ... -166806.543 eV
Net charge ... -1
2S+1 ... 1
F_max ... 7.7 eV/Å
E_LUMO ... 1.96 eV
Kohn-Sham gap ... 0.25851 Eh

For reference, the Löwdin charges in units of e are: atom 1 (C): -0.17, atom 2 (C): -0.29, atom 3 (C): -0.23, atom 4 (C): -0.24, atom 5 (C): -0.21, atom 6 (B): -1.16, atom 7 (Br): 0.65, atom 8 (C): -0.21, atom 9 (C): -0.25, atom 10 (C): -0.30, atom 11 (N): -0.04, atom 12 (C): -0.26, atom 13 (C): -0.48, atom 14 (S): 0.85, atom 15 (C): -0.45, atom 16 (N): -0.03, atom 17 (N): -0.07, atom 18 (C): -0.07, atom 19 (O): -0.13, atom 20 (H): 0.06, atom 21 (H): 0.07, atom 22 (H): 0.07, atom 23 (H): 0.10, atom 24 (H): 0.09, atom 25 (H): 0.10, atom 26 (H): 0.11, atom 27 (H): 0.09, atom 28 (H): 0.10, atom 29 (H): 0.10, atom 30 (H): 0.10, atom 31 (H): 0.08, atom 32 (H): 0.10, atom 33 (H): 0.07, atom 34 (H): 0.10, atom 35 (H): 0.10, atom 36 (H): 0.10, atom 37 (H): 0.07, atom 38 (H): 0.06, atom 39 (H): 0.10, atom 40 (H): 0.10, atom 41 (H): 0.09, atom 42 (H): 0.08, atom 43 (H): 0.13, atom 44 (C): -0.06, atom 45 (C): -0.21, atom 46 (O): 0.01, atom 47 (C): -0.32, atom 48 (O): 0.14, atom 49 (C): -0.47, atom 50 (F): 0.14, atom 51 (F): 0.14, atom 52 (F): 0.14, atom 53 (H): 0.08, atom 54 (H): 0.08, atom 55 (H): 0.07, atom 56 (H): 0.12, atom 57 (H): 0.13, atom 58 (C): -0.06, atom 59 (C): -0.21, atom 60 (O): 0.01, atom 61 (C): -0.33, atom 62 (O): 0.15, atom 63 (C): -0.47, atom 64 (F): 0.14, atom 65 (F): 0.14, atom 66 (F): 0.14, atom 67 (H): 0.09, atom 68 (H): 0.06, atom 69 (H): 0.07, atom 70 (H): 0.12, atom 71 (H): 0.13, atom 72 (C): -0.06, atom 73 (C): -0.21, atom 74 (O): 0.01, atom 75 (C): -0.32, atom 76 (O): 0.14, atom 77 (C): -0.47, atom 78 (F): 0.14, atom 79 (F): 0.14, atom 80 (F): 0.14, atom 81 (H): 0.08, atom 82 (H): 0.08, atom 83 (H): 0.08, atom 84 (H): 0.13, atom 85 (H): 0.12, atom 86 (C): -0.07, atom 87 (C): -0.21, atom 88 (O): 0.01, atom 89 (C): -0.32, atom 90 (O): 0.15, atom 91 (C): -0.47, atom 92 (F): 0.13, atom 93 (F): 0.14, atom 94 (F): 0.13, atom 95 (H): 0.08, atom 96 (H): 0.08, atom 97 (H): 0.08, atom 98 (H): 0.13, atom 99 (H): 0.13

=====

2.
Computed, not measured: an isolated ion of composition C21H34BrF2N4Si and charge +1, with ωB97M-V/def2-TZVPD.

Geometry as XYZ:
```
63
Properties=species:S:1:pos:R:3:forces:R:3
C -1.21072 -2.87317 1.67763 1.06 0.55 -0.44
C -1.19113 -1.95296 0.28145 1.02 -2.36 0.53
N -2.01783 -0.69041 0.38600 -3.01 3.87 -0.06
C -3.51211 -0.80395 0.14282 1.95 5.82 1.85
C -4.45644 -2.08773 -0.26100 -0.67 1.61 0.39
N -4.97245 -1.90813 -1.67405 1.62 0.28 0.39
C -3.87625 -2.02122 -2.71496 0.39 -0.17 -1.43
C -3.98542 0.74595 0.39367 0.50 -3.44 -0.52
N -5.45881 1.07492 0.29285 2.02 -0.74 1.96
N -2.85912 1.70626 0.71416 0.61 -7.13 -1.27
C -2.84914 3.18762 1.02049 0.75 2.53 0.80
C -4.11850 4.03286 0.41921 -0.82 -0.70 -1.13
C -4.09296 4.10460 -1.24666 0.21 -0.12 0.90
Br -4.04900 5.98295 1.01478 0.32 -1.71 -0.03
C -1.65037 0.74705 0.70751 -1.55 -1.49 -0.10
C -0.06526 1.04337 1.01762 0.80 0.71 0.27
F 0.19009 2.43972 1.53468 -1.28 -4.01 -1.26
F 0.34879 0.13074 2.11321 -1.17 2.46 -3.04
C 0.84097 0.91191 -0.35405 0.17 0.98 -0.30
C 2.46841 0.93879 -0.09115 -0.56 1.23 -0.63
Si 3.27988 -0.79607 0.11165 1.40 -0.47 0.23
C 2.94663 -1.66173 1.79984 -0.64 -0.18 1.04
C 2.82298 -2.06340 -1.27362 0.15 -1.27 -0.84
C 5.21885 -0.48996 0.03514 4.18 0.89 -0.24
C 5.80329 0.81266 -0.82280 3.26 -1.90 1.81
C 7.42862 1.16343 -0.89321 -1.78 -3.53 2.31
C 8.47305 0.16536 -0.09204 -4.53 -0.15 -0.20
C 7.87742 -1.12757 0.73975 -1.82 2.02 -1.56
C 6.26288 -1.49999 0.82406 2.12 3.92 -2.45
H -0.34512 -2.44431 2.37006 -2.20 -0.90 -1.22
H -0.87287 -3.97602 1.37572 -1.00 2.43 0.65
H -2.26366 -2.83578 2.18710 2.14 -0.19 -0.94
H -0.05753 -1.78746 0.03817 -2.40 0.17 0.36
H -1.63532 -2.68018 -0.55405 0.79 2.20 1.61
H -3.89278 -3.09496 -0.06594 -1.13 2.03 -0.63
H -5.41404 -2.02670 0.44785 2.26 -0.25 -1.32
H -5.42755 -0.97494 -1.81884 0.61 -1.29 0.64
H -3.94006 -1.10228 -3.47206 0.12 -2.14 1.60
H -4.01176 -3.03471 -3.32680 0.34 2.28 1.31
H -2.78878 -2.01374 -2.27987 -2.03 0.06 -0.63
H -6.01863 0.20028 0.07716 1.29 1.24 0.19
H -5.75553 1.31609 1.28533 0.31 -0.10 -1.61
H -2.75284 3.38073 2.19173 -0.38 -0.76 -2.52
H -1.86970 3.68571 0.55459 -2.13 -1.43 0.91
H -5.17528 3.64796 0.81839 2.58 0.84 -0.92
H -4.68919 3.17710 -1.65428 1.17 1.94 0.66
H -4.58138 5.14682 -1.56081 1.13 -2.63 0.51
H -2.95220 4.03793 -1.59220 -2.60 0.29 0.64
H 0.60308 1.89288 -0.98938 0.12 -2.07 1.59
H 0.52039 0.01039 -1.05233 0.53 1.73 1.78
H 2.74645 1.67350 0.78914 -0.66 -1.51 -1.74
H 2.94384 1.41642 -1.07570 -1.09 -0.99 2.10
H 2.88515 -0.84752 2.67019 0.32 -1.98 -1.77
H 3.79985 -2.44431 1.98127 -1.66 1.58 -0.11
H 1.92967 -2.25774 1.79882 1.93 1.15 0.02
H 3.05846 -1.66924 -2.36591 -0.75 -0.82 2.23
H 1.72424 -2.50675 -1.17398 2.22 1.02 -0.45
H 3.55036 -2.99636 -1.11976 -1.52 1.98 -0.26
H 5.09565 1.56231 -1.39838 1.50 -1.86 1.39
H 7.79208 2.12106 -1.49507 -0.80 -2.39 1.48
H 9.61243 0.45897 -0.13156 -2.56 -0.96 0.25
H 8.67639 -1.79372 1.30652 -1.99 1.50 -1.33
H 5.90978 -2.45334 1.43186 0.86 2.35 -1.48
```
Positions in Å, forces in eV/Å.

Properties
SMILES string ... CCn1c(CNC)c(N)[n+](C[C@H](C)Br)c1C(F)(F)CC[Si](C)(C)c1ccccc1
Electronic energy ... -111621.028 eV
Net charge ... +1
2S+1 ... 1
F_max ... 7.3 eV/Å
E_LUMO ... -3.92 eV
Kohn-Sham gap ... 0.23278 Eh

For reference, the Löwdin charges in units of e are: atom 1 (C): -0.08, atom 2 (C): -0.18, atom 3 (N): 0.00, atom 4 (C): -0.01, atom 5 (C): -0.16, atom 6 (N): -0.15, atom 7 (C): -0.14, atom 8 (C): -0.08, atom 9 (N): 0.06, atom 10 (N): 0.04, atom 11 (C): -0.19, atom 12 (C): -0.67, atom 13 (C): -0.16, atom 14 (Br): 0.61, atom 15 (C): 0.06, atom 16 (C): -0.21, atom 17 (F): -0.03, atom 18 (F): -0.01, atom 19 (C): -0.14, atom 20 (C): -0.26, atom 21 (Si): 0.50, atom 22 (C): -0.22, atom 23 (C): -0.23, atom 24 (C): -0.21, atom 25 (C): -0.07, atom 26 (C): -0.06, atom 27 (C): -0.07, atom 28 (C): -0.06, atom 29 (C): -0.06, atom 30 (H): 0.08, atom 31 (H): 0.11, atom 32 (H): 0.09, atom 33 (H): 0.09, atom 34 (H): 0.13, atom 35 (H): 0.14, atom 36 (H): 0.14, atom 37 (H): 0.10, atom 38 (H): 0.11, atom 39 (H): 0.11, atom 40 (H): 0.07, atom 41 (H): 0.09, atom 42 (H): 0.11, atom 43 (H): 0.15, atom 44 (H): 0.15, atom 45 (H): 0.10, atom 46 (H): 0.08, atom 47 (H): 0.08, atom 48 (H): 0.10, atom 49 (H): 0.14, atom 50 (H): 0.12, atom 51 (H): 0.12, atom 52 (H): 0.09, atom 53 (H): 0.07, atom 54 (H): 0.04, atom 55 (H): 0.03, atom 56 (H): 0.06, atom 57 (H): 0.03, atom 58 (H): 0.07, atom 59 (H): 0.07, atom 60 (H): 0.09, atom 61 (H): 0.09, atom 62 (H): 0.09, atom 63 (H): 0.08

=====

3.
Computed, not measured: C3H4N2O in the gas phase, with ωB97M-V/def2-TZVPD.

Geometry as XYZ:
```
10
Properties=species:S:1:pos:R:3:forces:R:3
N 1.37853 -0.21298 -0.09477 0.01 0.01 0.22
C 0.01881 0.11916 -0.04505 0.02 -0.22 -0.17
C -0.88127 -0.93691 -0.58352 0.07 -0.29 0.00
O -0.52911 -2.09018 -0.65519 -0.13 0.44 -0.23
C -0.45726 1.42920 0.30431 -0.10 -0.17 0.37
N -0.73323 0.65535 1.25370 0.40 0.39 -0.15
H 1.54301 -1.20680 0.00993 -0.02 0.09 0.05
H 1.99966 0.35499 0.46440 -0.16 -0.09 0.00
H -1.91581 -0.61452 -0.80207 0.04 -0.07 0.07
H -0.42332 2.50268 0.14827 -0.13 -0.07 -0.17
```
Positions in Å, forces in eV/Å.

Properties
SMILES string ... N[C@]1(C=O)C=N1
Electronic energy ... -8201.086 eV
Net charge ... 0
2S+1 ... 1
F_max ... 0.6 eV/Å
E_LUMO ... 0.53 eV
Energy relative to the best compared isomer or geometry (same formula, charge and spin) ... 270.2 kJ/mol
Kohn-Sham gap ... 0.35964 Eh

For reference, the Löwdin charges in units of e are: atom 1 (N): 0.11, atom 2 (C): -0.47, atom 3 (C): -0.21, atom 4 (O): 0.06, atom 5 (C): -0.10, atom 6 (N): 0.20, atom 7 (H): 0.08, atom 8 (H): 0.09, atom 9 (H): 0.13, atom 10 (H): 0.11

=====

4.
Computed, not measured: a 2-piece molecular cluster, C9H14 overall, with ωB97M-V/def2-TZVPD.

Geometry as XYZ:
```
23
Properties=species:S:1:pos:R:3:forces:R:3
C 2.51510 -1.67841 -0.65096 -1.45 2.15 -5.94
C 2.66571 -3.08108 -1.14797 -2.79 -1.98 0.35
H 1.59154 -1.01177 -1.01960 1.29 -1.97 1.03
H 2.66835 -1.61113 0.33322 0.67 0.75 3.66
H 3.24688 -1.21889 -1.31200 0.70 1.04 1.04
H 1.62079 -3.51020 -1.38925 1.81 0.09 0.42
H 3.31247 -3.25048 -1.98832 0.06 0.42 -0.62
H 3.14382 -3.63883 -0.34689 -0.32 -0.47 0.07
C -2.19622 2.12855 -1.35172 -3.23 0.06 1.88
C -0.58999 0.66245 2.34450 -1.60 0.88 -0.26
C -1.92968 0.48048 2.03950 -1.71 -0.08 -2.03
C 0.22391 1.08615 1.33512 0.57 0.24 -2.66
C -2.43084 0.66725 0.76656 -1.47 -0.47 0.22
C -0.28558 1.45227 0.08417 4.55 0.08 0.10
C -1.64397 1.34911 -0.18886 -0.59 0.82 -1.30
H -0.32388 0.64427 3.35469 0.88 -0.48 1.29
H -2.61853 0.25020 2.78431 -0.96 -0.74 1.24
H 1.25231 0.99137 1.52828 1.37 0.56 -0.16
H -3.47362 0.40511 0.43800 1.03 0.43 0.90
H 0.49600 1.78706 -0.73874 -1.95 -0.57 1.78
H -1.60456 2.98091 -1.56594 0.78 0.69 -0.20
H -3.28234 2.53448 -1.03181 2.30 -0.97 -0.78
H -2.35767 1.58115 -2.27629 0.05 -0.47 -0.05
```
Positions in Å, forces in eV/Å.

Properties
Electronic energy ... -9549.446 eV
Net charge ... +1
2S+1 ... 2
F_max ... 6.5 eV/Å
E_LUMO (spin up / spin down) ... -4.34 / -8.53 eV
Energy relative to the best compared isomer or geometry (same formula, charge and spin) ... 192.5 kJ/mol
<S²> ... 0.77
Kohn-Sham gap (spin up / spin down) ... 0.33557 / 0.18158 Eh

For reference, the Löwdin charges in units of e are: atom 1 (C): -0.19, atom 2 (C): -0.18, atom 3 (H): 0.10, atom 4 (H): 0.01, atom 5 (H): 0.06, atom 6 (H): 0.10, atom 7 (H): 0.06, atom 8 (H): 0.07, atom 9 (C): 0.01, atom 10 (C): 0.04, atom 11 (C): 0.01, atom 12 (C): -0.01, atom 13 (C): 0.04, atom 14 (C): 0.03, atom 15 (C): -0.18, atom 16 (H): 0.13, atom 17 (H): 0.11, atom 18 (H): 0.12, atom 19 (H): 0.16, atom 20 (H): 0.19, atom 21 (H): 0.08, atom 22 (H): 0.16, atom 23 (H): 0.11